Entry 1:
89
Properties=species:S:1:pos:R:3 method="wB97M-V/def2-TZVPD" homo_lumo_gap_ev=6.044 total_charge=-1 lumo_energy_ha=0.09506 molar_mass_g_mol=787.54 de_lowest_kcal_mol=0.0
Ag -0.950 1.960 -1.115
As -4.308 1.844 -2.071
P -0.625 1.391 1.413
O -3.676 1.840 -0.555
O -1.580 0.119 -2.581
O 0.612 0.100 -2.226
N 1.843 -2.181 -2.240
C -1.527 -3.714 -4.207
C -1.200 5.787 2.523
C -5.985 2.810 -2.109
C -0.362 4.094 0.971
C -1.593 0.486 2.688
C 3.689 -0.187 1.880
C 2.841 -2.829 -1.525
C 2.661 -1.041 1.504
C 3.424 1.157 2.095
C 1.358 -0.578 1.346
C -0.677 5.430 1.298
C 2.672 -4.089 -0.947
C 0.279 -1.532 0.912
C 2.125 1.628 1.967
C -0.651 3.116 1.964
C -1.177 0.079 3.966
C -4.742 0.085 -2.721
C -1.173 3.496 3.202
C 4.878 -3.963 -0.001
C 0.187 3.734 -0.326
C -1.502 -2.412 -3.733
C 4.043 -2.122 -1.321
C -3.770 -0.513 3.071
C 5.058 -2.697 -0.557
C 0.190 0.386 4.520
C -2.888 0.185 2.259
C -3.356 -0.931 4.325
C -2.074 -0.632 4.761
C -1.441 4.822 3.499
C 1.083 0.773 1.617
C 0.726 -2.715 -2.854
C -0.454 -0.449 -2.592
C -0.410 -4.514 -4.012
C 3.690 -4.648 -0.193
C -3.230 2.680 -3.427
C 4.163 -0.739 -1.898
C -0.403 -1.890 -3.064
C 0.702 -4.026 -3.351
C 6.354 -1.967 -0.311
H 3.544 -5.620 0.263
H -3.840 2.869 -4.311
H 4.694 -0.576 1.995
H 0.719 -2.447 0.514
H -0.348 -1.082 0.137
H 0.333 4.596 -0.974
H 0.193 0.255 5.603
H -1.416 2.736 3.935
H 6.185 -0.998 0.164
H 1.904 2.672 2.155
H -0.379 -1.798 1.743
H -1.421 6.829 2.728
H 5.179 -0.357 -1.836
H -5.483 -0.357 -2.056
H -4.029 -1.484 4.969
H -1.853 5.095 4.462
H -5.801 3.838 -1.801
H -0.394 -5.530 -4.390
H -2.842 3.617 -3.028
H 3.511 -0.038 -1.366
H 1.730 -4.608 -1.053
H 6.891 -1.778 -1.243
H -6.669 2.345 -1.402
H -2.350 -1.756 -3.875
H 1.578 -4.650 -3.243
H 0.952 -0.271 4.094
H 0.492 1.408 4.292
H -2.398 -4.094 -4.725
H -3.817 -0.489 -2.695
H 4.221 1.836 2.371
H 2.875 -2.087 1.314
H -4.772 -0.730 2.720
H -2.403 2.008 -3.652
H -6.415 2.795 -3.110
H -0.486 6.192 0.550
H 7.003 -2.554 0.338
H 1.123 3.172 -0.248
H 3.850 -0.726 -2.943
H -5.133 0.133 -3.738
H 1.737 -1.166 -2.116
H -3.199 0.516 1.272
H 5.670 -4.401 0.594
H -1.758 -0.949 5.749

---

Entry 2:
17
Properties=species:S:1:pos:R:3 method="wB97M-V/def2-TZVPD" homo_lumo_gap_ev=9.435 lumo_energy_ha=0.02197 molar_mass_g_mol=94.16 de_lowest_kcal_mol=105.5 smiles=C#CC1(CC)CC1
C 1.185 1.500 0.404
C -0.491 0.247 -1.118
C 1.462 0.040 0.622
C 0.055 0.550 0.268
C -0.681 -0.638 2.010
C -1.346 -1.017 -1.211
C -0.959 0.365 1.369
H 1.561 1.935 -0.511
H 0.374 0.162 -1.788
H 1.734 -0.238 1.643
H 1.204 2.141 1.280
H -0.799 -1.897 -0.851
H -1.646 -1.203 -2.249
H -1.080 1.106 -1.467
H 1.956 -0.563 -0.129
H -2.255 -0.922 -0.607
H -0.276 -1.568 2.334

---

Entry 3:
30
Properties=species:S:1:pos:R:3 method="wB97M-V/def2-TZVPD" homo_lumo_gap_ev=9.087 total_charge=+1 lumo_energy_ha=-0.16320 molar_mass_g_mol=232.09
S 0.750 -0.020 -1.934
O 2.675 -2.231 2.512
O -3.538 0.806 -1.587
O -2.653 -0.926 -2.923
O 3.054 -0.346 4.045
N 0.710 0.788 0.599
C 3.138 0.246 1.476
C -0.050 0.771 -0.500
C -1.480 1.438 -0.325
C 2.023 0.090 0.342
C -2.314 1.558 -1.696
C -3.377 -0.533 -2.001
C -4.253 -1.629 -1.242
C 2.486 0.032 -1.207
B 2.955 -0.835 2.682
H -2.084 0.772 0.389
H 3.924 0.083 4.172
H 3.144 0.908 -1.492
H -5.066 -2.031 -1.945
H -4.805 -1.220 -0.337
H -2.625 2.659 -1.770
H 1.696 -2.332 2.477
H -1.703 1.346 -2.626
H 2.981 -0.995 -1.304
H 0.418 1.224 1.486
H -3.628 -2.519 -0.902
H 1.693 -1.006 0.485
H -1.303 2.471 0.132
H 4.192 0.141 1.064
H 3.039 1.293 1.932

---

Entry 4:
12
Properties=species:S:1:pos:R:3 method="wB97M-V/def2-TZVPD" homo_lumo_gap_ev=9.996 lumo_energy_ha=0.02445 molar_mass_g_mol=90.08 de_lowest_kcal_mol=12.5 smiles="NC=O.NC=O"
O -2.042 -0.581 2.261
O 1.093 0.549 0.015
N 1.231 2.294 -1.432
N -0.526 -1.656 0.947
C 0.938 1.025 -1.137
C -1.709 -1.588 1.589
H 1.891 2.722 -0.778
H 0.529 0.454 -2.006
H -0.384 -2.466 0.339
H 1.121 2.679 -2.374
H -2.298 -2.537 1.623
H 0.157 -0.894 0.953

---

Entry 5:
17
Properties=species:S:1:pos:R:3 method="wB97M-V/def2-TZVPD" homo_lumo_gap_ev=8.809 total_charge=-1 lumo_energy_ha=0.13585 molar_mass_g_mol=103.09 de_lowest_kcal_mol=7.2
O -2.381 2.567 2.247
O 2.077 -1.725 0.511
O -0.643 0.505 0.796
O 0.891 -0.917 -3.369
O 1.258 0.356 -0.903
C -1.246 -0.765 0.797
H -1.655 -0.941 -0.203
H 2.003 -0.993 -0.159
H 0.084 0.564 0.105
H -2.003 -0.797 1.587
H 1.131 -0.426 -2.534
H -0.555 -1.573 1.054
H 0.430 -1.642 -2.954
H 1.593 -1.428 1.294
H -3.062 2.255 1.636
H -1.803 1.783 2.156
H 1.794 1.151 -1.029

---

Entry 6:
13
Properties=species:S:1:pos:R:3 method="wB97M-V/def2-TZVPD" homo_lumo_gap_ev="7.959 / 7.959" lumo_energy_ha="-0.00222 / -0.00226" molar_mass_g_mol=151.01 de_lowest_kcal_mol=56.2
Br 0.379 0.249 -2.579
N -1.354 -0.365 0.490
N -2.317 0.314 0.065
C 0.902 -1.212 0.621
C -0.043 -0.060 0.608
C 0.502 1.206 -1.025
H 1.446 1.553 -0.705
H 1.836 -0.750 0.904
H 0.639 -1.926 1.276
H 0.274 0.701 1.287
H 1.108 -1.624 -0.273
H -0.208 1.980 -0.915
H -3.163 -0.067 0.247

---

Please write out number 4 again, unchanged.
12
Properties=species:S:1:pos:R:3 method="wB97M-V/def2-TZVPD" homo_lumo_gap_ev=9.996 lumo_energy_ha=0.02445 molar_mass_g_mol=90.08 de_lowest_kcal_mol=12.5 smiles="NC=O.NC=O"
O -2.042 -0.581 2.261
O 1.093 0.549 0.015
N 1.231 2.294 -1.432
N -0.526 -1.656 0.947
C 0.938 1.025 -1.137
C -1.709 -1.588 1.589
H 1.891 2.722 -0.778
H 0.529 0.454 -2.006
H -0.384 -2.466 0.339
H 1.121 2.679 -2.374
H -2.298 -2.537 1.623
H 0.157 -0.894 0.953